Molecular formula: C11H16N3
Method: DFT, ωB97M-V/def2-TZVPD

For the HOMO energy, the calculation gives -11.307 eV. The value obtained for the LUMO energy is -3.7 eV. Its total charge is +1. The calculation puts the HOMO-LUMO gap at 0.2805 Ha.

Positions of all 30 atoms, in Å:
N (-0.04, 0.34, 1.51)
N (-1.33, -0.58, -0.17)
N (1.32, -0.59, 3.14)
C (0.51, 0.39, -2.58)
C (-0.76, 2.36, -3.19)
C (0.59, -0.73, 2.02)
C (1.64, 0.52, 4.06)
C (-1.90, 0.19, -2.41)
C (-0.70, 0.98, -2.69)
C (0.88, -0.77, -1.92)
C (-0.90, 0.46, 0.42)
C (1.21, -1.89, -1.55)
C (-2.14, -0.55, -1.33)
C (0.29, -1.98, 1.31)
H (2.45, 0.27, 4.79)
H (1.75, -2.67, -1.08)
H (0.30, 1.23, 1.83)
H (0.41, -1.90, 0.25)
H (-1.60, 2.80, -2.79)
H (1.94, 1.27, 3.37)
H (-3.08, -1.24, -1.32)
H (-2.75, 0.06, -3.03)
H (1.46, 0.95, -2.97)
H (-0.76, 2.28, -4.23)
H (-0.83, -2.29, 1.24)
H (1.51, -1.47, 3.61)
H (0.98, -2.76, 1.64)
H (0.72, 0.76, 4.67)
H (-1.13, 1.56, 0.22)
H (-0.02, 3.01, -2.84)